# 1
C20H27N5O3S in the gas phase in a non-equilibrium geometry, computed with ωB97M-V/def2-TZVPD.

structure (SMILES)	COc1cccc(-c2csc(N3CCN(CC(=O)NNC(=O)C(C)C)CC3)n2)c1
Kohn-Sham gap	8.17	eV
ΔE to the lowest compared entry with this formula, charge and spin	44.6	kcal/mol
energy	-1676.00879	Eh

```
56
Properties=species:S:1:pos:R:3:forces:R:3
C -5.594 -3.417 2.095 -0.1 -0.2 0.0
O -4.819 -2.270 1.850 0.2 0.3 -0.1
C -4.810 -1.746 0.590 0.0 0.0 -0.1
C -5.503 -2.272 -0.494 0.0 -0.2 0.3
C -5.412 -1.646 -1.729 0.0 0.1 -0.1
C -4.651 -0.509 -1.900 0.0 0.0 0.0
C -3.956 0.030 -0.816 -0.3 -0.5 0.2
C -3.152 1.239 -0.939 0.2 0.8 -0.8
C -3.108 2.079 -2.012 0.0 -0.1 0.2
S -2.041 3.407 -1.725 0.0 -0.4 0.5
C -1.722 2.713 -0.122 -0.4 0.5 -0.9
N -0.946 3.355 0.779 0.2 0.2 0.4
C -0.004 4.370 0.371 0.3 0.0 -0.2
C 1.356 3.738 0.063 -0.2 0.3 0.0
N 1.817 3.032 1.247 0.1 0.0 0.0
C 3.200 2.600 1.166 0.0 0.1 -0.1
C 3.443 1.597 0.043 0.0 -0.2 0.3
O 3.590 1.900 -1.128 0.1 0.1 -0.3
N 3.375 0.304 0.427 0.2 -0.8 0.2
N 3.569 -0.716 -0.507 -0.2 0.9 -0.1
C 3.894 -1.960 -0.079 -0.2 0.2 -0.5
O 3.916 -2.223 1.107 0.1 -0.1 0.4
C 4.213 -2.930 -1.203 0.2 -0.2 0.2
C 5.713 -2.828 -1.496 -0.1 0.0 0.0
C 3.829 -4.348 -0.789 -0.1 0.2 0.0
C 0.888 1.975 1.610 -0.3 0.1 0.1
C -0.474 2.603 1.922 0.1 -0.4 0.2
N -2.358 1.620 0.109 0.1 -0.4 0.6
C -4.039 -0.600 0.419 0.0 0.0 0.0
H -6.656 -3.234 1.904 0.0 0.0 0.0
H -5.453 -3.649 3.149 0.0 0.0 -0.1
H -5.259 -4.267 1.491 0.0 0.0 0.0
H -6.111 -3.157 -0.396 0.0 -0.1 0.0
H -5.950 -2.063 -2.568 0.0 0.0 -0.1
H -4.592 -0.044 -2.871 0.0 0.0 -0.1
H -3.633 2.025 -2.942 -0.2 -0.1 -0.2
H -0.385 4.901 -0.502 0.0 0.1 0.1
H 0.104 5.074 1.201 0.0 0.0 -0.1
H 2.080 4.516 -0.183 0.0 0.0 -0.1
H 1.257 3.071 -0.808 0.0 0.1 0.0
H 3.812 3.483 0.968 0.1 -0.2 0.0
H 3.484 2.174 2.131 0.0 0.0 0.0
H 3.381 -0.045 1.378 0.0 0.1 -0.1
H 3.661 -0.366 -1.452 0.0 -0.1 0.1
H 3.651 -2.639 -2.096 0.0 0.0 0.1
H 6.283 -3.090 -0.608 0.1 0.0 0.1
H 5.985 -1.819 -1.799 0.1 0.1 0.0
H 5.985 -3.514 -2.295 0.0 0.0 -0.1
H 2.753 -4.426 -0.653 -0.1 -0.1 0.0
H 4.311 -4.596 0.153 0.0 -0.1 0.1
H 4.140 -5.062 -1.547 0.0 -0.1 -0.1
H 1.265 1.463 2.498 0.0 -0.1 0.0
H 0.756 1.235 0.803 0.0 0.0 0.1
H -1.207 1.832 2.156 0.1 0.1 0.1
H -0.373 3.295 2.762 0.0 -0.1 0.0
H -3.505 -0.196 1.263 0.1 0.0 0.1
```
Positions in Å, forces in eV/Å.

***

# 2
C20H27N5O4 in the gas phase, computed with ωB97M-V/def2-TZVPD.

structure (SMILES)	Cc1c/c(=N\[C@H]2CC[C@@]3(CC2)CN(C(=O)c2conc2C)CCO3)[nH]c(CO)n1
Kohn-Sham gap	8.68	eV
ΔE to the lowest compared entry with this formula, charge and spin	27.9	kcal/mol
energy	-1353.03984	Eh

```
56
Properties=species:S:1:pos:R:3:forces:R:3
C -2.942 5.485 -0.667 0.0 0.0 0.0
C -3.353 4.230 0.034 0.0 0.0 0.0
C -2.478 3.236 0.308 0.0 0.0 0.0
C -2.921 2.032 0.985 0.0 0.0 0.0
N -2.306 0.977 1.347 0.0 0.0 0.1
C -0.884 0.839 1.115 0.0 0.0 0.0
C -0.202 0.409 2.412 0.0 0.0 0.0
C 1.288 0.153 2.209 0.0 0.0 0.0
C 1.545 -0.874 1.114 0.0 0.0 0.0
C 0.864 -0.425 -0.182 0.0 0.0 0.0
C -0.629 -0.195 0.020 0.0 0.0 0.0
C 3.045 -1.074 0.916 0.0 0.0 0.0
N 3.312 -2.216 0.051 0.0 0.0 0.0
C 3.781 -1.997 -1.210 0.0 0.0 0.0
O 3.952 -0.874 -1.661 0.0 0.0 0.0
C 4.134 -3.172 -2.047 0.0 0.0 0.0
C 4.797 -4.311 -1.746 0.0 0.0 0.0
O 5.025 -5.028 -2.844 0.0 0.0 0.0
N 4.495 -4.349 -3.936 0.0 0.0 0.0
C 3.983 -3.248 -3.469 0.0 0.0 0.0
C 3.340 -2.260 -4.379 0.0 0.0 0.0
C 2.709 -3.445 0.543 0.0 0.0 0.0
C 1.221 -3.223 0.779 0.0 0.0 0.0
O 0.984 -2.104 1.607 0.0 0.0 0.0
N -4.295 2.074 1.264 0.0 0.0 0.0
C -5.100 3.119 0.959 0.0 0.0 0.0
C -6.536 2.942 1.386 0.0 0.0 0.0
O -7.316 4.014 0.929 0.0 0.0 0.0
N -4.698 4.187 0.368 0.0 0.0 0.0
H -1.882 5.483 -0.914 0.0 0.0 0.0
H -3.527 5.601 -1.580 0.0 0.0 0.0
H -3.164 6.345 -0.035 0.0 0.0 0.0
H -1.446 3.332 0.012 0.0 0.0 0.0
H -0.415 1.782 0.796 0.0 0.0 0.0
H -0.351 1.179 3.172 0.0 0.0 0.0
H -0.691 -0.499 2.771 0.0 0.0 0.0
H 1.797 1.081 1.929 0.0 0.0 0.0
H 1.743 -0.202 3.136 0.0 0.0 0.0
H 1.349 0.502 -0.502 0.0 0.0 0.0
H 1.043 -1.141 -0.987 0.0 0.0 0.0
H -1.124 -1.126 0.308 0.0 0.0 0.0
H -1.090 0.140 -0.913 0.0 0.0 0.0
H 3.500 -0.192 0.473 0.0 0.0 0.0
H 3.503 -1.270 1.890 0.0 0.0 0.0
H 5.179 -4.720 -0.824 0.0 0.0 0.0
H 3.877 -1.314 -4.338 0.0 0.0 0.0
H 3.339 -2.644 -5.396 0.0 0.0 0.0
H 2.314 -2.062 -4.066 0.0 0.0 0.0
H 2.845 -4.250 -0.173 0.0 0.0 0.0
H 3.193 -3.725 1.484 0.0 0.0 0.0
H 0.710 -3.114 -0.185 0.0 0.0 0.0
H 0.792 -4.082 1.294 0.0 0.0 0.0
H -4.659 1.253 1.725 0.0 0.0 0.0
H -6.888 1.982 0.985 0.0 0.0 0.0
H -6.547 2.867 2.481 0.0 0.0 0.0
H -8.213 3.893 1.252 0.0 0.0 0.0
```
Positions in Å, forces in eV/Å.

***

# 3
C20H27N5O4 in the gas phase, computed with ωB97M-V/def2-TZVPD.

structure (SMILES)	CCOc1ccc(CN2CCNC(=O)[C@@H]2CC(=O)N(C)Cc2nonc2C)cc1
Kohn-Sham gap	9.07	eV
ΔE to the lowest compared entry with this formula, charge and spin	42.7	kcal/mol
energy	-1353.01624	Eh

```
56
Properties=species:S:1:pos:R:3:forces:R:3
C -7.054 -3.105 -1.063 0.3 0.3 0.1
C -5.996 -2.025 -1.228 -0.2 -0.2 -0.3
O -5.629 -1.584 0.064 0.0 0.0 0.2
C -4.697 -0.601 0.186 0.1 0.1 0.1
C -4.042 0.020 -0.871 -0.3 -0.2 -0.1
C -3.112 1.015 -0.619 0.0 0.1 0.2
C -2.807 1.404 0.676 -0.1 0.0 0.0
C -1.810 2.507 0.926 -0.1 0.0 -0.1
N -0.719 2.490 -0.039 0.0 0.1 -0.1
C -0.183 3.809 -0.313 0.1 0.1 -0.3
C 0.657 3.738 -1.582 -0.4 0.2 0.1
N 1.641 2.695 -1.444 0.3 0.3 -0.3
C 1.517 1.615 -0.654 0.0 0.2 0.0
O 2.320 0.701 -0.709 0.1 -0.2 0.0
C 0.368 1.606 0.351 0.1 -0.3 0.3
C -0.053 0.143 0.537 0.4 0.2 0.1
C 1.138 -0.595 1.131 -0.4 -0.2 0.0
O 1.667 -0.169 2.146 0.0 0.2 0.3
N 1.518 -1.766 0.567 0.0 -0.3 0.3
C 1.039 -2.232 -0.715 -0.2 0.1 -0.2
C 2.765 -2.355 1.032 -0.1 0.0 0.1
C 3.890 -1.889 0.172 0.7 0.3 -0.4
N 4.194 -2.433 -0.972 -0.6 -0.4 0.5
O 5.194 -1.710 -1.495 0.1 -0.1 -0.3
N 5.534 -0.695 -0.681 0.2 0.7 0.7
C 4.756 -0.759 0.361 -0.1 -0.6 -0.6
C 4.814 0.161 1.514 0.0 0.1 0.1
C -3.466 0.780 1.729 0.0 0.0 -0.2
C -4.398 -0.207 1.492 -0.1 -0.1 -0.1
H -7.917 -2.701 -0.540 -0.1 0.0 0.0
H -6.653 -3.931 -0.481 0.0 -0.1 0.0
H -7.365 -3.472 -2.037 0.0 -0.1 -0.1
H -6.399 -1.186 -1.813 0.1 -0.1 0.1
H -5.120 -2.431 -1.753 -0.1 0.1 0.0
H -4.248 -0.257 -1.893 0.0 0.0 -0.1
H -2.602 1.493 -1.441 0.1 0.0 -0.1
H -2.336 3.461 0.820 0.1 0.0 0.1
H -1.439 2.452 1.962 0.0 0.0 0.0
H -1.006 4.507 -0.472 0.1 0.0 0.0
H 0.439 4.184 0.520 -0.1 0.0 0.0
H 1.164 4.691 -1.757 -0.1 -0.1 0.0
H 0.002 3.527 -2.438 0.0 0.1 0.1
H 2.398 2.663 -2.114 0.0 -0.1 0.1
H 0.816 1.936 1.313 -0.1 0.0 -0.2
H -0.392 -0.264 -0.410 -0.1 0.0 0.0
H -0.865 0.079 1.261 0.1 -0.1 0.0
H 1.571 -3.146 -0.969 -0.1 0.0 0.0
H 1.238 -1.499 -1.500 0.0 -0.1 0.0
H -0.030 -2.448 -0.670 0.0 0.0 -0.1
H 2.683 -3.443 0.990 0.0 0.1 0.1
H 2.921 -2.025 2.061 0.0 -0.2 -0.1
H 5.331 -0.322 2.344 0.0 0.0 0.1
H 3.803 0.403 1.834 0.0 0.1 0.0
H 5.350 1.064 1.240 0.1 0.1 0.0
H -3.245 1.069 2.747 0.0 0.0 0.1
H -4.912 -0.695 2.304 -0.1 -0.1 0.1
```
Positions in Å, forces in eV/Å.

***

# 4
C20H27N5O4 in the gas phase, computed with ωB97M-V/def2-TZVPD.

structure (SMILES)	Cc1c/c(=N\[C@H]2CC[C@@]3(CC2)CN(C(=O)c2conc2C)CCO3)[nH]c(CO)n1
Kohn-Sham gap	8.69	eV
ΔE to the lowest compared entry with this formula, charge and spin	28.2	kcal/mol
energy	-1353.03938	Eh

```
56
Properties=species:S:1:pos:R:3:forces:R:3
C -0.193 5.004 -1.300 0.0 0.0 0.0
C -0.642 3.722 -0.674 0.0 0.0 0.0
C 0.221 2.728 -0.366 0.0 0.0 0.0
C -0.257 1.501 0.243 0.0 0.0 0.0
N 0.342 0.443 0.621 0.0 0.0 0.0
C 1.773 0.307 0.450 0.0 0.0 0.0
C 2.464 0.359 1.812 0.0 0.0 0.0
C 3.964 0.108 1.696 0.0 0.0 0.0
C 4.269 -1.213 1.005 0.0 0.0 0.0
C 3.577 -1.250 -0.361 0.0 0.0 0.0
C 2.075 -1.025 -0.235 0.0 0.0 0.0
C 5.777 -1.407 0.871 0.0 0.0 0.0
N 6.085 -2.761 0.432 0.0 0.0 0.1
C 6.562 -2.963 -0.825 0.0 -0.1 0.0
O 6.747 -2.050 -1.615 0.0 0.0 0.0
C 6.877 -4.357 -1.243 -0.1 0.0 -0.1
C 7.640 -5.313 -0.672 0.0 0.0 0.0
O 7.754 -6.368 -1.480 0.0 0.0 0.0
N 7.042 -6.115 -2.645 0.0 0.0 0.0
C 6.532 -4.926 -2.513 0.0 0.0 0.0
C 5.696 -4.318 -3.585 0.0 0.0 0.0
C 5.537 -3.777 1.319 0.0 0.0 0.0
C 4.041 -3.551 1.480 0.0 0.0 0.0
O 3.756 -2.229 1.886 0.0 0.0 0.0
N -1.645 1.533 0.442 0.0 0.0 0.0
C -2.438 2.575 0.100 0.0 0.0 0.0
C -3.899 2.372 0.414 0.0 0.0 0.0
O -4.643 3.494 0.021 0.0 0.0 0.0
N -2.008 3.657 -0.443 0.0 0.0 0.0
H 0.883 5.021 -1.462 0.0 0.0 0.0
H -0.705 5.143 -2.253 0.0 0.0 0.0
H -0.477 5.841 -0.661 0.0 0.0 0.0
H 1.274 2.850 -0.565 0.0 0.0 0.0
H 2.203 1.100 -0.180 0.0 0.0 0.0
H 2.281 1.331 2.276 0.0 0.0 0.0
H 2.009 -0.397 2.455 0.0 0.0 0.0
H 4.437 0.910 1.120 0.0 0.0 0.0
H 4.427 0.102 2.686 0.0 0.0 0.0
H 4.026 -0.463 -0.975 0.0 0.0 0.0
H 3.788 -2.185 -0.883 0.0 0.0 0.0
H 1.617 -1.824 0.354 0.0 0.0 0.0
H 1.605 -1.041 -1.221 0.0 0.0 0.0
H 6.200 -0.707 0.155 0.0 0.0 0.0
H 6.241 -1.249 1.850 0.0 0.0 0.0
H 8.166 -5.374 0.266 0.0 0.0 0.0
H 6.013 -3.292 -3.761 0.0 0.0 0.0
H 5.782 -4.902 -4.499 0.0 0.0 0.0
H 4.647 -4.299 -3.283 0.0 0.0 0.0
H 5.722 -4.770 0.919 0.0 0.0 0.0
H 6.028 -3.694 2.294 0.0 0.0 0.0
H 3.530 -3.793 0.540 0.0 0.0 0.0
H 3.642 -4.204 2.257 0.0 0.0 0.0
H -2.030 0.702 0.868 0.0 0.0 0.0
H -4.228 1.463 -0.107 0.0 0.0 0.0
H -3.985 2.183 1.492 0.0 0.0 0.0
H -5.566 3.333 0.235 0.0 0.0 0.0
```
Positions in Å, forces in eV/Å.